Entry 1:
The following is a DFT calculation (ωB97M-V/def2-TZVPD) of the molecule C23H28N4OS.

Cartesian coordinates (Å):
C  -6.802539  -2.687840  0.717611
C  -5.487941  -2.174468  1.222930
C  -4.557859  -1.623112  0.359000
C  -3.334403  -1.144005  0.824826
C  -3.030751  -1.247788  2.176619
C  -3.960810  -1.794677  3.041826
C  -5.179623  -2.251076  2.577206
H  -5.898322  -2.674589  3.263361
H  -3.723942  -1.867930  4.092801
H  -2.081439  -0.901907  2.548246
N  -2.436807  -0.639778  -0.120779
C  -1.493647  0.334645  0.027921
N  -0.647226  0.498445  -1.013840
C  -0.605972  -0.398045  -2.151605
H  0.395059  -0.316712  -2.577517
H  -0.737085  -1.430206  -1.813628
C  -1.642243  -0.028264  -3.252565
N  -1.155089  -0.050173  -4.611914
C  -0.200875  0.998963  -4.914827
H  -0.631269  1.959845  -4.634866
H  -0.026789  1.001755  -5.990142
H  0.766482  0.876471  -4.410923
C  -0.678315  -1.350529  -5.031706
H  -1.432832  -2.101508  -4.800230
H  -0.528410  -1.332748  -6.110710
H  0.269582  -1.641547  -4.557605
H  -2.499022  -0.711164  -3.218521
H  -2.012752  0.982180  -3.054275
C  0.285888  1.611705  -1.035346
C  1.639771  1.229789  -0.491815
C  1.960182  1.387277  0.812899
C  3.240662  1.021243  1.323923
C  3.593664  1.168371  2.670753
C  4.846220  0.814161  3.123536
C  5.772956  0.299472  2.207922
C  5.455432  0.141563  0.879155
C  4.185907  0.499709  0.422371
N  3.828308  0.355387  -0.891313
C  2.604153  0.667135  -1.428849
O  2.395027  0.465572  -2.619358
H  4.509861  -0.023737  -1.538967
H  6.179828  -0.257708  0.183912
H  6.756494  0.021440  2.557515
C  5.231756  0.967843  4.562636
H  6.100174  1.618722  4.655176
H  4.415311  1.392073  5.140383
H  5.494677  0.000732  4.989484
H  2.857876  1.567125  3.353358
H  1.231075  1.796305  1.497271
H  -0.134860  2.417927  -0.429977
H  0.393683  1.940382  -2.071798
S  -1.416218  1.299319  1.374505
H  -2.669458  -0.887865  -1.072130
H  -4.783801  -1.555550  -0.697761
H  -7.623900  -2.239951  1.274487
H  -6.932812  -2.462205  -0.337818
H  -6.861136  -3.767941  0.850604

Atoms 1-2, force components in eV/Å:
0.0 0.0 0.0
0.0 0.0 0.1

Output
- Total charge: 0
- Electronic energy: -1585.7260 Ha
- Highest occupied orbital energy: -7.834 eV
- Strongest force on any atom: 0.0164 hartree/bohr
- M: 408.6 g mol⁻¹

natural (NBO) population analysis, charges in e, atoms 1 to 2:
1 C -0.63
2 C 0.01



Entry 2:
The following is a DFT calculation (ωB97M-V/def2-TZVPD) of a structure of composition C23H28N4RhTe.

Cartesian coordinates (Å):
Rh  -0.514752  -0.251628  -0.227377
C  -2.174400  -2.262932  -1.683479
C  -2.753358  -0.886490  -1.918367
N  -2.540252  0.018948  -0.729220
C  -2.701833  1.431556  -1.179108
C  -1.469242  1.813107  -1.956615
C  -1.382050  2.836770  -2.874554
C  -0.144701  3.115503  -3.449812
C  0.971583  2.368170  -3.102754
C  0.828985  1.336659  -2.191180
C  1.948763  0.441452  -1.740320
N  1.511492  -0.560094  -0.702563
C  1.608718  -1.963378  -1.235932
C  0.379619  -2.283005  -2.074490
N  -0.782632  -2.139794  -1.161991
N  -0.374406  1.083971  -1.662163
H  -2.203378  -2.856654  -2.598341
H  -2.756792  -2.796569  -0.931517
H  -3.817751  -0.941333  -2.152827
H  -2.256727  -0.412077  -2.765261
H  -3.228265  -0.195173  -0.009908
H  -2.815560  2.073980  -0.303656
H  -3.601878  1.544460  -1.787248
H  -2.259582  3.414730  -3.132403
H  -0.052840  3.921021  -4.166826
H  1.939877  2.581292  -3.536443
H  2.782728  1.023699  -1.348141
H  2.327456  -0.100057  -2.609893
H  2.131763  -0.463125  0.101454
H  1.664554  -2.640885  -0.380744
H  2.528785  -2.086306  -1.807804
H  0.446372  -3.291958  -2.486095
H  0.258413  -1.586295  -2.907038
H  -0.676112  -2.858165  -0.448051
Te  -0.179276  1.599831  1.580122
C  1.874092  1.333263  1.935566
C  2.711243  2.307538  1.397267
C  4.083739  2.188727  1.575537
C  4.602501  1.114010  2.287558
C  3.754062  0.156201  2.832826
C  2.379480  0.257067  2.659445
C  -1.075291  0.047537  2.665144
C  -2.074957  0.261812  3.598716
C  -2.763417  -0.836280  4.105783
C  -2.482216  -2.125514  3.661050
C  -1.497565  -2.338784  2.707357
C  -0.790129  -1.248891  2.202173
H  2.312062  3.172007  0.876834
H  4.743870  2.949935  1.181586
H  5.670344  1.034330  2.440656
H  4.161437  -0.658420  3.416876
H  1.724414  -0.466487  3.129200
H  -2.309035  1.258938  3.949621
H  -3.524526  -0.683267  4.859805
H  -3.017562  -2.967623  4.078715
H  -1.247805  -3.347686  2.403359
H  0.121914  -1.437633  1.615455

Atoms 1-2, force components in eV/Å:
-0.1 -0.2 0.3
0.0 0.0 0.0

Output
- Total charge: +3
- Electronic energy: -1489.8866 Ha
- Highest occupied orbital energy: -17.704 eV
- Strongest force on any atom: 0.0078 hartree/bohr
- M: 591.0 g mol⁻¹

natural (NBO) population analysis, charges in e, atoms 1 to 2:
1 Rh 0.75
2 C -0.25



Entry 3:
The following is a DFT calculation (ωB97M-V/def2-TZVPD) of a structure of composition C23H28N5O2PdS2Se2 at a distorted geometry.

Cartesian coordinates (Å):
Pd  -0.150724  0.103753  1.016389
C  0.613971  -0.673359  4.597403
Se  -0.373098  0.550743  3.462513
C  -2.160803  -0.234828  3.580536
C  -2.268103  -1.698734  3.196320
Se  -1.585392  -2.108173  1.401398
C  0.020235  -3.091121  1.908238
H  0.321335  -0.514171  5.631179
H  1.664468  -0.429578  4.461921
H  0.436115  -1.700874  4.297518
H  -2.746783  0.384540  2.901816
H  -2.528526  -0.079035  4.594411
H  -3.318424  -1.986129  3.189914
H  -1.749279  -2.351625  3.894657
H  -0.211698  -3.752764  2.739073
H  0.826050  -2.403024  2.144433
H  0.298149  -3.676507  1.036703
O  0.697545  -1.489576  -0.595894
S  0.215172  -0.633411  -1.691309
O  1.179336  0.256074  -2.288265
N  -1.023954  0.128689  -1.023788
C  -1.448091  1.358394  -1.535725
C  -1.654891  1.637067  -2.863873
C  -2.168956  2.881480  -3.275965
C  -2.485662  3.848435  -2.367703
C  -2.274061  3.605883  -0.991820
C  -2.542903  4.574900  0.001391
C  -2.258391  4.307553  1.306511
C  -1.703795  3.058191  1.632970
N  -1.457172  2.120919  0.748349
C  -1.738643  2.365938  -0.572564
C  -0.384278  -1.708092  -2.950325
C  -0.084950  -1.436380  -4.276661
C  -0.644133  -2.230655  -5.268279
C  -1.491055  -3.274629  -4.926400
C  -1.773374  -3.545616  -3.591738
C  -1.218988  -2.762205  -2.594309
H  -1.445358  0.874307  -3.603716
H  -2.320274  3.062547  -4.332297
H  -2.888072  4.803071  -2.682925
H  -2.970437  5.526578  -0.291228
H  -2.442485  5.034409  2.085566
H  -1.452319  2.834758  2.663114
H  0.584729  -0.619826  -4.515361
H  -0.416565  -2.031071  -6.307376
H  -1.934072  -3.885309  -5.702451
H  -2.428425  -4.366038  -3.329227
H  -1.426995  -2.961394  -1.551823
C  5.406791  -1.190521  2.170582
C  4.457196  -1.479997  1.002715
C  3.612675  -0.294222  0.665720
N  2.517127  0.014590  1.252240
N  1.910136  1.154137  0.771161
C  2.585259  1.701277  -0.204958
N  2.212381  2.847233  -0.817222
S  4.050996  0.860245  -0.565771
H  6.015845  -2.066891  2.388808
H  4.841512  -0.928449  3.064993
H  6.074645  -0.361297  1.934302
H  3.786391  -2.301727  1.253585
H  5.029106  -1.776495  0.123111
H  1.260088  3.136076  -0.651410
H  2.553853  3.011950  -1.749136

Atoms 1-2, force components in eV/Å:
-1.1 1.1 -0.5
0.0 0.0 0.0

Output
- Total charge: +1
- Electronic energy: -7044.3945 Ha
- Highest occupied orbital energy (spin up / spin down): -10.455 / -10.504 eV
- Multiplicity: 3
- Expectation value of S²: 2.008
- Strongest force on any atom: 0.0315 hartree/bohr
- M: 735.0 g mol⁻¹

natural (NBO) population analysis, charges in e, atoms 1 to 2:
1 Pd 0.97
2 C -0.78



Entry 4:
The following is a DFT calculation (ωB97M-V/def2-TZVPD) of the molecule C23H28N6O2 at a distorted geometry.

Cartesian coordinates (Å):
C  4.213304  -2.126666  -2.078309
H  4.906253  -2.050081  -2.912359
H  4.783346  -2.029108  -1.158266
H  3.755134  -3.114594  -2.104050
C  3.147693  -1.035834  -2.178893
C  2.428877  -1.144300  -3.520600
H  1.906584  -2.096421  -3.601487
H  1.713820  -0.338080  -3.658406
H  3.155087  -1.088304  -4.328865
H  3.641938  -0.063097  -2.111355
C  2.180236  -1.156742  -0.976048
C  2.942722  -0.952623  0.289709
N  3.906288  -0.081748  0.497582
N  4.229295  -0.172022  1.780576
N  3.523606  -1.039728  2.371655
N  2.689710  -1.568185  1.470548
C  1.713735  -2.558518  1.821380
C  0.314924  -1.990701  1.854666
C  -0.745563  -2.721464  1.346835
C  -2.057952  -2.253148  1.411473
C  -2.256636  -1.026815  1.994710
C  -1.187000  -0.277865  2.495672
C  0.103793  -0.738091  2.440597
H  0.917998  -0.161996  2.848656
O  -1.660760  0.883841  3.029937
C  -3.068671  0.809275  2.933132
O  -3.422245  -0.352592  2.209992
H  -3.500954  0.751815  3.947456
H  -3.453420  1.698243  2.418358
H  -2.881860  -2.828912  1.025157
H  -0.561300  -3.687399  0.900599
H  1.995500  -2.918541  2.816699
H  1.772231  -3.391953  1.114828
N  1.071513  -0.223724  -0.902132
C  -0.186627  -0.635546  -1.499425
C  -1.035109  0.587598  -1.855114
N  -1.037262  1.529824  -0.767905
C  -2.162579  2.144917  -0.275853
C  -3.457901  1.689136  -0.562168
C  -4.572264  2.330827  -0.061529
C  -4.448788  3.447637  0.748282
C  -3.177417  3.899102  1.060441
C  -2.055326  3.263349  0.566202
H  -1.089113  3.649564  0.842816
H  -3.052437  4.761799  1.699247
H  -5.323286  3.950025  1.132168
H  -5.552441  1.948014  -0.306785
H  -3.614989  0.814856  -1.174027
C  0.279500  1.998135  -0.379278
H  0.380606  1.896706  0.707637
C  1.375904  1.177605  -1.058573
H  1.478625  1.484020  -2.112572
H  2.327016  1.383672  -0.563732
H  0.418612  3.055330  -0.647766
H  -2.044831  0.254473  -2.080352
H  -0.638714  1.064328  -2.764672
H  -0.046760  -1.240035  -2.405392
H  -0.725739  -1.246133  -0.763797
H  1.744094  -2.163122  -0.967297

Atoms 1-2, force components in eV/Å:
0.0 0.3 0.1
0.1 0.0 -0.1

Output
- Total charge: 0
- Electronic energy: -1372.2050 Ha
- Highest occupied orbital energy: -7.601 eV
- Strongest force on any atom: 0.0277 hartree/bohr
- M: 420.5 g mol⁻¹

natural (NBO) population analysis, charges in e, atoms 1 to 2:
1 C -0.61
2 H 0.22